# 1
Formula: C45H40N4O12S2Tb
Source: OMol25
Level of theory: the ωB97M-V functional and the def2-TZVPD basis

```
104
Properties=species:S:1:pos:R:3
Tb -0.0286 -0.3718 -0.5538
O 0.2599 2.0242 3.2634
C -0.2150 1.4243 2.2050
O 0.2724 1.5345 1.0876
C -1.4797 0.6262 2.3831
O -2.0813 0.4658 1.1202
C -2.7160 1.6325 0.6124
C -2.5013 1.7686 -0.8961
O -3.2430 2.5254 -1.5043
O -1.5329 1.0768 -1.3766
H 1.0989 2.5258 3.0150
H -2.1440 1.1079 3.1049
H -1.2332 -0.3697 2.7546
H -2.3080 2.5418 1.0700
H -3.7873 1.5871 0.8185
C 7.8310 -1.4500 -0.6477
C 6.4667 -0.9608 -1.0547
C 5.6976 -0.1915 -0.1927
C 4.4521 0.2873 -0.5792
C 3.9747 -0.0163 -1.8412
C 4.7203 -0.7962 -2.7167
C 5.9588 -1.2618 -2.3202
S 2.3892 0.5665 -2.3445
O 1.8940 1.3653 -1.2221
O 2.5449 1.2521 -3.6039
N 1.4729 -0.7026 -2.3815
C 0.6948 -1.1024 -3.4661
C 1.2035 -1.4737 -4.7122
C 0.3569 -2.0971 -5.6038
C -0.9705 -2.3158 -5.2486
C -1.4012 -1.8242 -4.0313
N -0.6021 -1.2045 -3.1682
H 7.9643 -1.3870 0.4313
H 8.6111 -0.8474 -1.1185
H 7.9852 -2.4853 -0.9536
H 6.0661 0.0276 0.8021
H 3.8376 0.8645 0.0982
H 4.3263 -1.0356 -3.6960
H 6.5443 -1.8723 -2.9983
H 2.2423 -1.2872 -4.9441
H 0.7304 -2.4292 -6.5648
H -1.6519 -2.8449 -5.8998
H -2.4440 -1.8987 -3.7406
O 2.3330 3.4844 2.4160
S 2.3455 3.3178 0.9066
C 3.4985 4.5834 0.3553
C 3.9688 5.5347 1.2427
C 4.8456 6.5072 0.7816
C 5.2444 6.5151 -0.5485
C 4.7833 5.5377 -1.4215
C 3.9109 4.5592 -0.9705
C 0.8691 4.2041 0.3519
C 0.3829 4.0350 -0.9374
C -0.8222 4.6247 -1.2825
C -1.5234 5.3804 -0.3512
C -1.0130 5.5582 0.9263
C 0.1870 4.9588 1.2894
H 3.6440 5.4963 2.2742
H 5.2211 7.2586 1.4648
H 5.9194 7.2825 -0.9055
H 5.1078 5.5326 -2.4539
H 3.5504 3.7861 -1.6406
H 0.9116 3.4146 -1.6465
H -1.2382 4.4532 -2.2653
H -2.4832 5.8036 -0.6167
H -1.5573 6.1488 1.6529
H 0.5830 5.0533 2.2921
O -0.3359 -2.8996 -1.1648
C -1.1835 -3.0520 -0.2765
N -2.0245 -4.1291 -0.1718
C -2.9684 -3.9142 0.9063
C -2.3747 -2.5867 1.5133
O -2.8118 -2.0867 2.5267
N -1.3693 -2.1459 0.7132
C -4.3600 -3.6140 0.3429
C -5.4613 -4.4273 0.5684
C -6.6885 -4.1339 -0.0187
C -6.8258 -3.0265 -0.8386
C -5.7268 -2.2070 -1.0707
C -4.5082 -2.4994 -0.4844
C -2.9408 -5.0202 1.9454
C -3.6788 -4.8824 3.1211
C -3.6663 -5.8818 4.0797
C -2.9173 -7.0359 3.8816
C -2.1711 -7.1719 2.7228
C -2.1800 -6.1666 1.7624
H -2.2338 -4.6838 -0.9843
H -5.3682 -5.2981 1.2037
H -7.5373 -4.7793 0.1701
H -7.7818 -2.7974 -1.2922
H -5.8194 -1.3333 -1.7033
H -3.6640 -1.8403 -0.6565
H -4.2465 -3.9764 3.2832
H -4.2416 -5.7585 4.9886
H -2.9104 -7.8182 4.6300
H -1.5732 -8.0600 2.5613
H -1.5778 -6.2691 0.8701
C 2.7166 -2.8516 0.1300
C 2.2568 -1.9468 1.2596
O 2.6299 -2.1565 2.4017
O 1.4622 -0.9665 0.9187
H 3.3745 -3.6217 0.5265
H 3.2442 -2.2682 -0.6256
H 1.8551 -3.3072 -0.3592
```

E_tot: -4481.862383 Ha
Spin multiplicity: 7
ΔE to the lowest compared entry with this formula, charge and spin: 0.000 eV
Total charge: -1

Results of the Mulliken charge analysis, in e, for atoms 1 through 8: 0.444 -0.593 0.008 1.020 -0.954 -0.076 -0.203 0.355

=====

# 2
Formula: C7H6BrFO
Source: OMol25
Level of theory: the ωB97M-V functional and the def2-TZVPD basis

```
16
Properties=species:S:1:pos:R:3
C 1.2143 0.4990 -1.3595
C 0.4400 -0.7722 -1.4662
C 0.8439 1.5137 -0.5085
C -0.3005 -1.2734 -0.6035
C -0.9536 -2.1889 0.2695
C -0.3201 1.5522 0.4637
C -0.4122 0.3001 1.2395
O -0.3957 -2.9386 1.0379
F -1.6095 0.0017 1.7002
Br 0.8743 -0.3907 2.4208
H 2.0810 0.7206 -2.0117
H 0.6106 -1.4254 -2.2790
H 1.5414 2.3665 -0.5325
H -1.9492 -1.9709 0.6085
H -0.2877 2.4325 0.9974
H -1.3770 1.5741 0.0234
```

E_tot: -3019.259535 Ha
Spin multiplicity: 1
ΔE to the lowest compared entry with this formula, charge and spin: 3.293 eV
Total charge: 0

Results of the Mulliken charge analysis, in e, for atoms 1 through 8: -0.114 -0.355 -0.341 0.235 -0.209 -0.393 -0.057 -0.448

=====

# 3
Formula: C30H18AuBF2IN2PS2
Source: OMol25
Level of theory: the ωB97M-V functional and the def2-TZVPD basis

```
58
Properties=species:S:1:pos:R:3
Au -1.8722 -0.3762 -1.1393
I 0.4273 2.2732 -0.5802
C 2.4043 1.7981 -0.0426
C 3.2947 2.8046 -0.2965
C 4.6312 2.7187 0.1357
C 5.0302 1.6292 0.8417
C 4.1407 0.5567 1.0881
C 4.6152 -0.5569 1.8173
C 3.8144 -1.6281 2.0657
C 2.5035 -1.6291 1.5704
C 1.9882 -0.5728 0.8602
P 0.2663 -0.9373 0.2908
C 0.4697 -2.5914 -0.4857
C 1.6387 -2.9525 -1.1476
C 1.6776 -4.1038 -1.9251
C 0.5591 -4.9118 -2.0376
C -0.6144 -4.5607 -1.3806
C -0.6655 -3.3964 -0.6350
C -0.5302 -1.2550 1.9045
C -0.8389 -2.5199 2.3990
C -1.5069 -2.6486 3.6096
C -1.8652 -1.5207 4.3336
C -1.5320 -0.2596 3.8596
C -0.8704 -0.1253 2.6500
C 2.7879 0.5903 0.6163
H 2.9631 3.6915 -0.8175
H 5.3077 3.5357 -0.0771
H 6.0387 1.5634 1.2306
H 5.6371 -0.5380 2.1768
H 4.1796 -2.4789 2.6251
H 1.8860 -2.4997 1.7512
H 2.5211 -2.3300 -1.0710
H 2.5865 -4.3658 -2.4511
H 0.5911 -5.8070 -2.6447
H -1.4946 -5.1846 -1.4644
H -1.6026 -3.1029 -0.1729
H -0.5568 -3.4111 1.8554
H -1.7422 -3.6363 3.9844
H -2.4007 -1.6284 5.2680
H -1.7986 0.6196 4.4316
H -0.6203 0.8624 2.2791
S -2.9048 1.1981 0.4971
C -3.2335 2.3667 -0.7560
C -3.0420 3.7258 -0.4993
C -3.3559 4.6876 -1.4478
C -3.1342 6.0784 -1.1610
N -2.9654 7.1911 -0.9275
C -3.9024 4.2953 -2.6789
C -4.1020 2.9464 -2.9348
C -3.7272 1.9786 -2.0068
S -3.8459 0.2925 -2.4652
C -4.1849 5.2723 -3.6930
N -4.3838 6.0491 -4.5168
H -2.6294 4.0232 0.4558
H -4.5194 2.6306 -3.8820
F -1.1436 -2.1285 -3.5033
B -0.7826 -1.1162 -2.7288
F 0.4086 -0.6055 -3.0276
```

E_tot: -3059.332317 Ha
Spin multiplicity: 1
ΔE to the lowest compared entry with this formula, charge and spin: 0.994 eV
Total charge: 0

Results of the Mulliken charge analysis, in e, for atoms 1 through 8: 0.002 0.312 0.122 -0.623 -0.784 -0.882 0.943 -0.828

=====

# 4
Formula: CH2F3NS2
Source: OMol25
Level of theory: the ωB97M-V functional and the def2-TZVPD basis

```
9
Properties=species:S:1:pos:R:3
C -3.7234 0.2524 -0.1088
N 0.3630 0.3066 -0.3954
F -3.4184 -0.6058 -1.0462
F -2.5122 0.3999 0.6190
F -4.0275 1.4311 -0.7105
S 0.4374 -1.3547 -0.0495
S 0.0285 1.4966 0.6089
H 0.4717 0.7028 -1.3696
H -0.7702 -1.3303 0.5237
```

E_tot: -1189.883737 Ha
Spin multiplicity: 3
ΔE to the lowest compared entry with this formula, charge and spin: 0.322 eV
Total charge: 0

Results of the Mulliken charge analysis, in e, for atoms 1 through 8: 0.418 -0.270 -0.132 -0.144 -0.143 -0.043 -0.125 0.316

=====

# 5
Formula: C41H66GeN6OP3Ru
Source: OMol25
Level of theory: the ωB97M-V functional and the def2-TZVPD basis

```
119
Properties=species:S:1:pos:R:3
Ru -10.0311 -13.0432 11.6974
C -10.2221 -11.4673 8.1259
C -8.8380 -11.4273 8.6849
C -8.0768 -10.1843 8.1200
P -8.8632 -11.5184 10.5418
C -9.6562 -9.8379 11.0609
N -11.1574 -9.9328 11.1329
Ge -11.8694 -11.7256 11.5951
N -12.4059 -11.6831 13.5157
C -11.6699 -12.4804 14.5436
P -9.9696 -12.7826 13.8929
C -9.4304 -14.3178 14.9060
C -9.8248 -15.6321 14.2479
C -9.9455 -14.2510 16.3375
C -8.6662 -11.4830 14.4628
C -7.5200 -11.8448 15.4375
C -9.4942 -10.2884 15.0065
C -13.7953 -11.5896 13.6884
C -14.5060 -12.1925 14.8079
C -15.8953 -12.0807 14.9096
C -16.6062 -11.5091 13.8012
C -15.9460 -10.9334 12.7684
C -14.5280 -11.0022 12.6361
N -13.7669 -10.2947 11.5993
C -13.2282 -8.9956 11.8847
C -13.9701 -7.9417 12.3418
C -13.3644 -6.6422 12.4409
C -12.0218 -6.4828 12.0908
C -11.2355 -7.5942 11.7269
C -11.8514 -8.8560 11.5714
C -14.1742 -10.4837 10.2562
C -14.7330 -9.4418 9.5209
C -15.0867 -9.5918 8.1774
C -14.8625 -10.8266 7.5981
C -14.2147 -11.8421 8.2999
C -13.8098 -11.6743 9.6106
N -13.0334 -12.6144 10.2999
C -12.5987 -13.7762 9.5772
P -11.1440 -14.6355 10.4837
C -12.1995 -15.9578 11.3371
C -13.1277 -15.3018 12.4372
C -11.4378 -17.2469 11.7214
C -10.2656 -15.6807 9.2410
C -8.9559 -15.1297 8.6279
C -11.2195 -16.3319 8.1434
C -7.0407 -11.4106 10.8722
C -6.5144 -10.0193 11.1907
C -6.0847 -12.1789 9.9149
H -10.9137 -11.1962 8.9191
H -10.5457 -12.4420 7.7399
H -10.3006 -10.7128 7.3627
H -8.3290 -12.3472 8.3861
H -6.9615 -10.1690 8.2852
H -8.5142 -9.2709 8.5631
H -8.1942 -10.1939 7.0242
H -9.2722 -8.9317 10.5224
H -9.3071 -9.6690 12.0928
H -12.0830 -13.4987 14.7081
H -11.6432 -11.9272 15.5240
H -8.3262 -14.2109 14.8390
H -10.6168 -15.4881 13.5291
H -10.0116 -16.3840 14.9920
H -9.0284 -16.0478 13.6444
H -11.0413 -14.2758 16.2907
H -9.5232 -13.4241 16.8889
H -9.6298 -15.1920 16.9070
H -8.1247 -11.1536 13.5397
H -7.9310 -12.0773 16.3923
H -6.9067 -10.9765 15.5430
H -6.8459 -12.6332 15.1531
H -9.7704 -10.4885 16.0564
H -10.4081 -10.1075 14.5221
H -8.9053 -9.3558 14.9755
H -13.9437 -12.8222 15.4828
H -16.5447 -12.5286 15.7159
H -17.7028 -11.4637 13.7718
H -16.5097 -10.6514 11.8613
H -14.9780 -8.0561 12.6246
H -13.9386 -5.7605 12.8183
H -11.5920 -5.4542 12.2503
H -10.1897 -7.3663 11.4980
H -14.9584 -8.5220 10.0734
H -15.4476 -8.6796 7.6655
H -15.1644 -10.9520 6.6026
H -13.9593 -12.7824 7.7885
H -12.2709 -13.4673 8.5773
H -13.5335 -14.4261 9.4778
H -12.8828 -16.2757 10.5404
H -12.4995 -14.7559 13.1646
H -13.6064 -16.0756 12.9715
H -13.9011 -14.6389 12.0555
H -10.3878 -17.1002 11.9574
H -11.3804 -17.9627 10.8509
H -11.8911 -17.7424 12.6146
H -10.0323 -16.5151 9.9297
H -9.1000 -14.7594 7.5553
H -8.1485 -15.8863 8.6496
H -8.6078 -14.2660 9.2152
H -11.5284 -15.5910 7.3536
H -12.1288 -16.6918 8.6227
H -10.6665 -17.1728 7.6244
H -7.0575 -12.0809 11.7023
H -5.7293 -9.8564 10.4875
H -6.0193 -10.0283 12.1638
H -7.2738 -9.2346 11.1173
H -5.8411 -11.6914 8.9907
H -6.4995 -13.1634 9.6764
H -5.1619 -12.4199 10.4424
C -4.6998 -17.8555 10.6671
N -5.7645 -17.1683 11.3661
C -7.0986 -17.4912 11.1754
N -7.3568 -18.7806 10.7887
O -8.0047 -16.6332 11.3571
H -3.7132 -17.4841 11.0337
H -4.6875 -17.8433 9.5868
H -4.7175 -18.9024 11.0373
H -5.7721 -16.1805 11.5845
H -6.6950 -19.3537 10.2315
H -8.3270 -19.0301 10.6599
```

E_tot: -5200.587291 Ha
Spin multiplicity: 5
ΔE to the lowest compared entry with this formula, charge and spin: 0.000 eV
Total charge: +3

Results of the Mulliken charge analysis, in e, for atoms 1 through 8: -1.862 -0.424 0.595 -1.428 0.417 -2.666 0.261 1.186

=====

Number 1: F_max 0.0152 hartree/bohr. Number 2: F_max 0.1275 hartree/bohr. Number 3: F_max 0.0339 hartree/bohr. Number 4: F_max 0.0795 hartree/bohr. Number 5: F_max 0.0730 hartree/bohr.